No. 1
{"formula": "C5H10", "method": "ωB97M-V/def2-TZVPD", "homo_energy_ev": -9.3, "relative_energy_kcal_mol": 113.5, "smiles": "C1=CC1.[H][H].C=C", "symbols": ["C", "C", "C", "C", "C", "H", "H", "H", "H", "H", "H", "H", "H", "H", "H"], "xyz": [[-0.34919, -1.69034, 1.23613], [-0.86870, -0.50682, 1.53755], [-0.48802, 1.49751, -0.57827], [0.07562, 1.02717, -1.64013], [1.00758, 1.45524, -0.55028], [0.67291, -1.94792, 1.50027], [-0.92068, -2.44984, 0.70682], [0.63506, -1.60770, -0.81805], [-1.89392, -0.25651, 1.28062], [-0.29536, 0.25503, 2.05860], [-1.38000, 1.77543, -0.04314], [-0.00186, 0.61203, -2.63148], [0.77647, -1.23749, -1.44718], [1.51942, 0.70119, 0.05625], [1.57762, 2.37950, -0.65816]]}



No. 2
{"formula": "C10H12O4", "method": "ωB97M-V/def2-TZVPD", "homo_energy_ev": -8.8, "relative_energy_kcal_mol": 67.5, "smiles": "COCOc1cc(OC)ccc1C=O", "symbols": ["C", "C", "C", "C", "C", "C", "C", "C", "C", "C", "H", "H", "H", "H", "H", "H", "H", "H", "H", "H", "H", "H", "O", "O", "O", "O"], "xyz": [[3.70693, -1.04723, -1.32487], [2.37089, 0.65501, -0.61910], [0.14714, -0.08099, -0.25002], [-0.84500, 0.78826, -0.62543], [-2.07961, 0.91268, 0.08355], [-4.28253, 1.88318, 0.02827], [-2.39457, 0.15935, 1.21348], [-1.38084, -0.74199, 1.56765], [-0.20482, -0.91608, 0.88400], [0.72497, -1.96400, 1.40662], [4.13657, -1.12661, -0.35682], [2.84367, -1.73008, -1.51694], [4.44372, -1.24702, -2.07332], [1.98448, 1.75337, -0.73942], [2.55203, 0.60992, 0.48091], [-0.62405, 1.39709, -1.46146], [-4.65552, 2.71502, -0.61450], [-4.87167, 0.87591, -0.17662], [-4.24001, 2.38740, 1.02866], [-3.36320, 0.32426, 1.79460], [-1.56118, -1.36583, 2.42674], [0.12614, -2.81254, 2.02508], [3.33671, 0.30417, -1.47911], [1.22226, -0.15858, -1.01085], [-2.88687, 1.87260, -0.47586], [1.90962, -1.97694, 1.09060]]}



No. 3
{"formula": "C57H60N5O2", "method": "ωB97M-V/def2-TZVPD", "homo_energy_ev": -9.7, "total_charge": 1, "symbols": ["C", "N", "C", "O", "C", "C", "C", "C", "C", "C", "C", "C", "N", "C", "C", "C", "C", "C", "C", "C", "C", "C", "C", "C", "C", "H", "H", "H", "H", "H", "H", "H", "H", "H", "H", "H", "H", "H", "H", "H", "H", "H", "H", "H", "H", "H", "H", "H", "H", "H", "C", "C", "C", "C", "C", "C", "N", "C", "C", "C", "C", "C", "C", "C", "C", "C", "C", "O", "N", "C", "C", "C", "C", "C", "C", "C", "C", "C", "N", "C", "C", "C", "C", "C", "C", "C", "C", "C", "C", "H", "H", "H", "H", "H", "H", "H", "H", "H", "H", "H", "H", "H", "H", "H", "H", "H", "H", "H", "H", "H", "H", "H", "H", "H", "H", "H", "H", "H", "H", "H", "H", "H", "H", "H"], "xyz": [[2.57690, 7.05796, -2.79340], [2.46286, 5.65495, -2.47325], [3.51118, 4.81408, -2.69299], [4.60512, 5.15765, -3.14012], [3.05170, 3.41163, -2.27644], [4.02572, 2.78010, -1.29031], [5.45155, 2.66455, -1.80594], [6.52364, 2.84813, -0.92083], [7.84003, 2.82770, -1.39821], [8.09083, 2.58823, -2.75557], [7.02009, 2.38811, -3.63607], [5.70683, 2.39410, -3.15448], [1.70362, 3.62458, -1.72083], [0.92963, 2.52819, -1.41233], [-0.19430, 2.39264, -0.65261], [-1.26732, 1.35800, -0.97927], [-2.46094, 2.14070, -1.52993], [-3.00049, 1.66563, -2.71795], [-4.26780, 2.07577, -3.11321], [-4.86672, 3.15643, -2.44712], [-4.23145, 3.75407, -1.34786], [-3.05780, 3.18623, -0.83289], [1.24844, 5.02109, -1.96161], [0.85811, 5.70666, -0.65446], [0.13967, 5.13544, -3.01420], [3.63195, 7.31969, -2.93492], [2.03838, 7.31184, -3.71626], [2.17433, 7.67149, -1.98375], [2.98625, 2.79654, -3.20167], [4.02302, 3.39370, -0.37326], [3.63977, 1.78485, -1.01339], [6.30776, 3.04710, 0.13226], [8.66635, 3.00957, -0.70659], [9.11705, 2.56089, -3.13128], [7.18524, 2.24306, -4.70356], [4.87553, 2.22853, -3.84260], [1.32291, 1.57935, -1.82119], [-0.55204, 3.16165, 0.04776], [-0.87387, 0.83988, -1.86347], [-2.48441, 0.84614, -3.22908], [-4.79272, 1.55230, -3.92395], [-5.82341, 3.55562, -2.79254], [-4.62974, 4.64824, -0.85998], [-2.64960, 3.51298, 0.13348], [1.74426, 5.76447, -0.00203], [0.50733, 6.72092, -0.88509], [0.06418, 5.12440, -0.17514], [0.51103, 4.77118, -3.98605], [-0.74285, 4.55988, -2.70278], [-0.14666, 6.19298, -3.12575], [-6.06698, -1.72769, 4.55496], [-4.79608, -2.06106, 3.83338], [-4.82076, -2.43266, 2.49035], [-3.63920, -2.77515, 1.81160], [-3.69461, -3.45806, 0.48019], [-2.41696, -2.51039, 2.43851], [-1.19345, -2.75635, 1.73459], [-0.66167, -2.16007, 0.59697], [-1.13656, -1.10715, -0.32585], [-1.81715, 0.31654, 0.00603], [-3.29168, -0.04358, -0.24824], [-1.67686, 0.70917, 1.48037], [-0.44711, 0.52806, 2.09113], [-0.26516, 0.81703, 3.44630], [-1.33228, 1.28861, 4.21099], [-2.57277, 1.52282, 3.59476], [-2.73477, 1.24049, 2.23578], [-1.11592, -1.33032, -1.55020], [0.34616, -2.95569, 0.19983], [1.16301, -2.95397, -0.96994], [1.97084, -1.84528, -1.27719], [2.11656, -0.71239, -0.31547], [2.65853, -1.83710, -2.49297], [2.62027, -2.94878, -3.34215], [3.29259, -2.90081, -4.68319], [1.95138, -4.09865, -2.91999], [1.22089, -4.12863, -1.72795], [0.52973, -5.38168, -1.31750], [0.56647, -3.97472, 1.10554], [-0.40332, -3.89367, 1.97177], [-0.64513, -4.93661, 2.95810], [0.50434, -5.55878, 3.49649], [0.36929, -6.56798, 4.45082], [-0.91110, -6.98726, 4.84471], [-2.05631, -6.40544, 4.28342], [-1.92808, -5.41724, 3.30913], [-2.36574, -2.25841, 3.81438], [-1.08921, -2.26617, 4.59979], [-3.56848, -2.02523, 4.49257], [-5.87145, -1.56308, 5.61688], [-6.53665, -0.81967, 4.15764], [-6.79982, -2.53649, 4.46159], [-5.77443, -2.51240, 1.96352], [-3.36794, -4.51050, 0.55034], [-4.73010, -3.46840, 0.11870], [-3.06713, -2.96571, -0.27640], [-4.00717, 0.73945, 0.05623], [-3.47762, -0.31609, -1.30071], [-3.54174, -0.93678, 0.33786], [0.38489, 0.21041, 1.45591], [0.72463, 0.65360, 3.88760], [-1.19451, 1.47854, 5.27542], [-3.41320, 1.92563, 4.17275], [-3.69935, 1.45692, 1.76189], [3.02203, -0.13539, -0.54264], [1.26329, -0.02437, -0.38539], [2.20209, -1.05864, 0.72302], [3.23979, -0.95341, -2.77642], [3.41400, -3.91017, -5.08542], [2.70147, -2.32195, -5.40472], [4.27666, -2.42557, -4.61112], [1.98558, -4.99931, -3.54058], [0.80204, -6.17940, -2.01791], [0.82427, -5.69672, -0.31269], [-0.56368, -5.29334, -1.33807], [1.48663, -5.21974, 3.15717], [1.26686, -7.02400, 4.87900], [-1.01578, -7.77686, 5.59092], [-3.05534, -6.72284, 4.59466], [-2.81473, -5.01008, 2.82083], [-1.18486, -1.58360, 5.45434], [-0.87484, -3.26594, 5.01011], [-0.22894, -1.94541, 4.00253], [-3.53677, -1.82435, 5.56408]]}